A | DFT (wB97M-V/def2-TZVPD) results for one molecule with the formula C3H5F2NS.

Calculated values
Spin multiplicity ... 1
E_LUMO ... 0.72 eV
HOMO ... -9.474 eV
Structure (SMILES) ... C/C(=N\S)C(F)F
Kohn-Sham gap ... 0.3747 Eh

Atoms and positions in Å:
1 C 0.00 1.29 0.02
2 C 0.02 -0.14 -0.11
3 C 1.37 -0.81 -0.01
4 H 0.72 1.85 -0.53
5 H 0.10 1.61 1.09
6 H -1.04 1.73 -0.28
7 H -3.15 -1.61 -0.06
8 H 1.29 -1.88 -0.06
9 N -0.91 -0.97 -0.08
10 F 2.14 -0.32 -1.08
11 F 2.01 -0.43 1.12
12 S -2.53 -0.32 0.00



B | DFT (wB97M-V/def2-TZVPD) results for a 2-piece molecular cluster, C3H5F2NS overall.

Calculated values
Spin multiplicity ... 1
E_LUMO (spin up / spin down) ... -3.09 / -3.09 eV
HOMO (spin up / spin down) ... -8.986 / -8.988 eV
Kohn-Sham gap (spin up / spin down) ... 0.2166 / 0.2167 Eh

Atoms and positions in Å:
1 C 0.04 -0.34 -0.95
2 C -1.02 0.43 1.32
3 C -0.07 0.55 0.19
4 N 1.06 -0.07 -1.82
5 F 0.81 1.49 0.30
6 F 1.06 -1.53 1.65
7 S -1.08 -1.53 -1.24
8 H -1.96 -0.19 1.00
9 H -0.61 -0.21 2.17
10 H -1.28 1.43 1.72
11 H 1.94 0.58 -1.65
12 H 1.10 -0.60 -2.70



Computed energies relative to the best structure, in kJ/mol: A 0.0; B 297.2



A | DFT (wB97M-V/def2-TZVPD) results for a 2-piece molecular cluster, C2H8S2 overall.

Calculated values
Spin multiplicity ... 1
E_LUMO ... 0.87 eV
HOMO ... -8.713 eV
Structure (SMILES) ... CSC.S
Kohn-Sham gap ... 0.3523 Eh

Atoms and positions in Å:
1 S -2.88 -0.23 -1.21
2 H -2.74 -0.37 -2.55
3 H -1.61 -0.13 -0.82
4 C 0.99 -0.83 1.58
5 S 0.98 0.35 0.30
6 C 2.76 0.77 0.26
7 H 1.70 -1.70 1.44
8 H 1.15 -0.43 2.59
9 H 0.12 -1.41 1.89
10 H 3.29 -0.09 -0.20
11 H 3.04 0.71 1.30
12 H 2.95 1.80 -0.06



B | DFT (wB97M-V/def2-TZVPD) results for a 2-piece molecular cluster, C2H8S2 overall.

Calculated values
Spin multiplicity ... 1
E_LUMO ... -0.23 eV
HOMO ... -8.625 eV
Structure (SMILES) ... CSS.C
Kohn-Sham gap ... 0.3086 Eh

Atoms and positions in Å:
1 C -4.05 -1.38 -4.26
2 H -3.14 -0.86 -3.98
3 H -4.56 -1.72 -3.37
4 H -4.74 -0.76 -4.84
5 H -3.81 -2.12 -4.98
6 C 2.48 0.77 3.85
7 S 2.41 0.30 1.96
8 S 4.27 1.28 1.15
9 H 1.81 1.57 4.08
10 H 2.27 -0.22 4.31
11 H 3.52 0.99 3.98
12 H 3.55 2.15 2.10



Computed energies relative to the best structure, in kJ/mol: A 0.0; B 59.2



A | DFT (wB97M-V/def2-TZVPD) results for a 2-piece molecular cluster, CH6N2 overall.

Calculated values
Spin multiplicity ... 1
E_LUMO ... 1.26 eV
HOMO ... -9.982 eV
Structure (SMILES) ... C=N.N
Kohn-Sham gap ... 0.4133 Eh

Atoms and positions in Å:
1 N 5.91 -2.08 2.05
2 H 5.87 -1.09 1.78
3 H 6.84 -2.38 1.81
4 H 5.13 -2.54 1.59
5 C -4.03 0.89 -1.48
6 N -3.39 1.82 -0.92
7 H -5.13 1.00 -1.48
8 H -3.64 -0.04 -1.90
9 H -2.39 1.71 -1.11



B | DFT (wB97M-V/def2-TZVPD) results for a 2-piece molecular cluster, CH6N2 overall.

Calculated values
Spin multiplicity ... 1
E_LUMO ... 0.68 eV
HOMO ... -9.912 eV
Structure (SMILES) ... C=N.N
Kohn-Sham gap ... 0.3894 Eh

Atoms and positions in Å:
1 N 2.26 1.07 -1.99
2 H 2.01 1.14 -0.97
3 H 1.28 1.05 -2.46
4 H 2.37 0.04 -2.02
5 C -1.81 -0.40 1.20
6 N -1.45 -0.89 2.30
7 H -1.84 0.76 1.44
8 H -1.69 -0.91 0.16
9 H -1.13 -1.86 2.36



Computed energies relative to the best structure, in kJ/mol: A 0.0; B 73.5



A | DFT (wB97M-V/def2-TZVPD) results for a 2-piece molecular cluster, CH6N2 overall.

Calculated values
Spin multiplicity ... 1
E_LUMO ... 0.96 eV
HOMO ... -9.830 eV
Structure (SMILES) ... C=N.N
Kohn-Sham gap ... 0.3966 Eh

Atoms and positions in Å:
1 N 1.36 -1.16 -1.99
2 H 1.26 -0.39 -1.35
3 H 1.30 -2.08 -1.59
4 H 2.20 -1.01 -2.51
5 C -1.63 0.91 1.47
6 N -0.57 1.55 1.20
7 H -2.60 1.34 1.61
8 H -1.56 -0.17 1.66
9 H 0.25 1.02 1.49



B | DFT (wB97M-V/def2-TZVPD) results for a 2-piece molecular cluster, CH6N2 overall.

Calculated values
Spin multiplicity ... 1
E_LUMO ... 0.96 eV
HOMO ... -8.112 eV
Kohn-Sham gap ... 0.3335 Eh

Atoms and positions in Å:
1 C -0.14 0.49 1.49
2 N 0.16 -0.64 -1.83
3 N -0.07 0.47 -1.99
4 H 0.34 -0.12 2.35
5 H 0.61 1.00 0.82
6 H -0.62 1.39 1.71
7 H 0.44 -1.34 -2.60
8 H 0.11 -1.10 -0.88
9 H -0.83 -0.15 0.93



Computed energies relative to the best structure, in kJ/mol: A 0.0; B 193.6



A | DFT (wB97M-V/def2-TZVPD) results for a 2-piece molecular cluster, C4H4 overall.

Calculated values
Spin multiplicity ... 1
E_LUMO (spin up / spin down) ... 0.07 / 0.23 eV
HOMO (spin up / spin down) ... -7.464 / -9.729 eV
Kohn-Sham gap (spin up / spin down) ... 0.2769 / 0.3659 Eh

Atoms and positions in Å:
1 C 1.09 0.60 0.62
2 C -0.20 1.02 0.50
3 C -0.99 -0.18 0.27
4 C 0.49 -0.55 0.09
5 H 2.08 0.91 0.73
6 H -1.48 -0.63 1.03
7 H -1.75 -0.34 -0.50
8 H 0.76 -0.85 -2.74



B | DFT (wB97M-V/def2-TZVPD) results for a 2-piece molecular cluster, C4H4 overall.

Calculated values
Spin multiplicity ... 1
E_LUMO ... 1.23 eV
HOMO ... -9.657 eV
Structure (SMILES) ... C#C.C#C
Kohn-Sham gap ... 0.4001 Eh

Atoms and positions in Å:
1 C 1.60 -0.48 -0.24
2 C 1.52 0.68 0.06
3 C -1.06 -0.50 0.24
4 C -1.99 0.19 -0.24
5 H 1.68 -1.49 -0.49
6 H 1.40 1.72 0.28
7 H -0.26 -1.06 0.76
8 H -2.89 0.94 -0.37



Computed energies relative to the best structure, in kJ/mol: A 352.8; B 0.0



A | DFT (wB97M-V/def2-TZVPD) results for one molecule with the formula C4H4.

Calculated values
Spin multiplicity ... 1
E_LUMO ... -0.03 eV
HOMO ... -8.867 eV
Structure (SMILES) ... C=C=C=C
Kohn-Sham gap ... 0.3248 Eh

Atoms and positions in Å:
1 C -0.66 0.64 0.03
2 C 0.59 0.69 -0.14
3 C -1.66 -0.17 0.00
4 C 1.61 -0.13 0.02
5 H -1.97 -0.24 -0.99
6 H -2.28 -0.06 0.85
7 H 2.37 -0.28 -0.76
8 H 1.99 -0.44 0.99



B | DFT (wB97M-V/def2-TZVPD) results for one molecule with the formula C4H4.

Calculated values
Spin multiplicity ... 1
E_LUMO ... -0.17 eV
HOMO ... -9.919 eV
Kohn-Sham gap ... 0.3584 Eh

Atoms and positions in Å:
1 C -0.27 -0.79 0.46
2 C -0.66 -1.89 0.99
3 C 0.69 0.08 -0.50
4 C -0.47 0.73 0.22
5 H 1.76 0.10 -0.12
6 H 0.67 -0.35 -1.59
7 H -1.43 0.74 -0.41
8 H -0.28 1.39 0.95



Computed energies relative to the best structure, in kJ/mol: A 0.0; B 77.9